No. 1
Density functional theory data (ωB97M-V/def2-TZVPD) for a structure of composition C33H31IrN6O4 at a distorted geometry.

Its spin multiplicity is 2. The frontier orbital gap (spin up / spin down) is 6.9 / 5.7 eV. As for the HOMO energy (spin up / spin down): -16.223 / -16.766 eV. For the relative energy (zero: lowest compared OMol25 entry of this formula, charge and spin), the calculation gives 0.0 kcal per mole. The charge is +3.

```
75
Properties=species:S:1:pos:R:3:forces:R:3:mulliken_spin:R:1
Ir -0.145 0.771 0.481 -0.16 -0.71 0.13 0.041
C -1.830 1.456 -2.150 -0.01 0.00 0.01 -0.003
O -0.576 1.037 -1.543 0.23 0.42 -0.23 0.002
C 0.392 0.424 -2.342 -0.12 -0.17 -0.02 0.040
C 0.295 0.364 -3.716 0.03 0.01 0.01 -0.021
C 1.303 -0.280 -4.428 -0.02 0.02 -0.01 0.049
C 2.387 -0.862 -3.781 0.02 -0.01 0.03 -0.014
C 2.487 -0.792 -2.405 0.01 -0.02 -0.04 0.039
C 1.489 -0.148 -1.679 -0.03 0.13 0.02 0.000
N 1.520 0.000 -0.269 0.13 0.31 -0.18 0.176
N 2.633 -0.124 0.302 -0.04 -0.33 0.11 -0.119
C 2.763 0.006 1.666 -0.02 0.16 0.09 0.174
C 1.650 0.068 2.633 -0.02 -0.54 -0.46 0.056
O 0.425 0.046 2.268 -0.04 1.05 0.33 0.107
C 1.930 0.022 4.023 0.14 -0.06 0.05 -0.006
C 3.211 -0.017 4.456 -0.11 0.02 0.05 0.018
C 4.327 -0.036 3.552 0.07 0.01 -0.01 0.027
C 5.623 -0.094 4.034 -0.03 0.00 -0.02 0.062
C 6.707 -0.145 3.151 0.01 0.00 0.01 0.148
C 6.493 -0.133 1.775 -0.03 0.01 -0.04 -0.053
C 5.211 -0.076 1.272 0.07 -0.01 0.01 0.172
C 4.094 -0.030 2.147 -0.05 -0.03 0.02 0.074
H -1.641 2.275 -2.840 0.01 -0.01 -0.01 0.000
H -2.456 1.792 -1.331 0.00 0.01 0.00 0.000
H -2.281 0.606 -2.657 0.00 0.00 0.00 0.001
H -0.539 0.803 -4.244 0.00 0.01 -0.01 0.001
H 1.232 -0.327 -5.506 -0.01 -0.01 0.00 0.001
H 3.148 -1.373 -4.354 0.01 0.01 0.00 0.000
H 3.316 -1.244 -1.878 0.00 0.01 0.00 -0.002
H 1.090 0.023 4.705 -0.02 0.00 -0.01 0.001
H 3.418 -0.036 5.520 0.00 0.00 0.00 -0.002
H 5.797 -0.108 5.103 0.00 -0.01 0.00 0.004
H 7.714 -0.202 3.543 0.00 0.01 0.00 0.001
H 7.336 -0.173 1.099 0.00 -0.01 0.00 0.002
H 5.050 -0.070 0.205 -0.01 0.00 0.00 0.009
O -6.179 1.423 3.654 0.01 -0.01 0.00 0.000
C -5.371 2.565 3.554 0.01 0.01 -0.01 0.001
C -4.164 2.216 2.734 -0.01 -0.02 0.00 0.001
C -3.194 3.170 2.437 0.01 0.01 -0.04 -0.002
C -2.084 2.805 1.708 -0.06 0.05 -0.05 0.000
N -1.910 1.557 1.247 0.07 -0.16 0.29 0.002
C -2.868 0.633 1.486 0.00 -0.01 -0.06 0.005
C -3.987 0.928 2.238 -0.04 0.02 -0.08 -0.002
C -2.623 -0.690 0.873 0.01 0.00 0.01 -0.001
C -3.580 -1.681 0.790 0.04 -0.03 0.12 0.000
C -3.265 -2.901 0.198 -0.02 -0.01 0.00 -0.001
C -4.305 -3.980 0.098 0.00 0.04 -0.02 0.000
O -5.249 -3.756 1.115 0.02 0.00 0.02 0.000
C -1.976 -3.076 -0.295 0.00 0.02 -0.03 0.000
C -1.071 -2.041 -0.205 -0.02 -0.01 0.01 -0.001
N -1.386 -0.866 0.356 0.10 0.08 -0.02 -0.001
H -6.958 1.614 4.188 -0.01 0.00 0.00 0.000
H -5.030 2.919 4.534 0.00 0.00 0.00 0.000
H -5.888 3.399 3.065 0.00 0.00 0.00 0.000
H -3.294 4.194 2.773 0.00 0.00 0.01 0.000
H -1.313 3.521 1.463 0.02 -0.01 0.05 -0.001
H -4.733 0.177 2.451 -0.01 0.01 0.00 0.000
H -4.570 -1.533 1.196 0.00 -0.02 0.00 0.000
H -3.823 -4.959 0.172 0.00 0.00 0.05 0.000
H -4.761 -3.910 -0.898 0.03 -0.05 -0.02 0.000
H -5.871 -4.491 1.156 -0.03 0.01 -0.03 0.000
H -1.669 -4.013 -0.741 0.00 0.00 -0.01 0.000
H -0.061 -2.146 -0.576 -0.01 -0.01 -0.02 -0.002
C 3.368 5.015 -0.310 -0.02 0.01 0.01 0.000
N 2.455 4.100 0.387 0.01 -0.02 -0.01 0.002
C 2.197 4.084 1.733 -0.03 0.02 -0.01 0.002
C 1.295 3.090 1.946 -0.07 0.08 0.00 -0.001
N 0.996 2.505 0.731 0.00 -0.27 0.01 0.015
C 1.725 3.136 -0.182 -0.10 0.07 -0.04 0.001
H 3.735 5.743 0.407 0.00 0.00 0.00 0.000
H 2.834 5.534 -1.102 0.00 0.00 0.00 0.000
H 4.207 4.460 -0.722 0.00 0.00 0.00 0.000
H 2.656 4.784 2.410 0.00 -0.01 0.01 0.000
H 0.819 2.787 2.863 0.03 -0.03 0.00 -0.003
H 1.723 2.934 -1.241 0.03 -0.02 0.01 0.000
```
Positions in Å, forces in eV/Å.

=====

No. 2
Density functional theory data (ωB97M-V/def2-TZVPD) for a structure of composition C33H31LaN9S3 at a distorted geometry.

Its spin multiplicity is 1. The frontier orbital gap is 5.0 eV. As for the HOMO energy: -3.986 eV. For the relative energy (zero: lowest compared OMol25 entry of this formula, charge and spin), the calculation gives 0.0 kcal per mole. The charge is -1.

```
77
Properties=species:S:1:pos:R:3:forces:R:3:mulliken_charge:R:1
La -0.715 -0.385 -0.288 -1.36 -1.35 -1.12 0.328
C -1.514 -4.076 -1.339 -0.30 0.05 0.43 -0.955
N -1.868 -3.349 -0.105 0.36 0.54 -0.46 1.074
C -3.317 -3.238 0.124 0.76 0.78 -0.06 -1.015
C -1.019 -3.676 0.976 0.95 -0.22 0.85 -0.178
C -1.430 -4.478 2.043 -0.03 0.00 0.30 -0.248
C -0.638 -4.699 3.173 0.38 -0.42 0.27 -0.746
C 0.671 -4.220 3.193 -0.44 0.39 -0.38 -0.766
C 1.118 -3.460 2.115 -0.26 -1.02 0.16 0.033
C 0.329 -3.188 0.993 -0.63 -0.05 -0.08 -0.527
N 0.802 -2.368 -0.047 -0.53 0.16 -0.05 0.920
C 2.079 -2.587 -0.500 -0.97 0.28 0.08 -0.537
C 2.697 -3.837 -0.383 -0.28 -0.10 0.21 -0.313
C 4.031 -3.975 -0.628 0.31 -0.40 0.16 -0.631
C 4.778 -2.867 -0.978 1.39 -0.09 -0.55 -0.964
C 4.169 -1.675 -1.313 -1.03 0.04 -0.12 -0.307
C 2.767 -1.557 -1.149 1.83 -0.42 -0.19 -0.492
N 2.065 -0.392 -1.558 -0.11 1.51 -0.35 1.428
C 2.798 0.848 -1.213 0.04 -0.30 0.89 -1.161
C 1.775 -0.345 -3.015 -0.34 -0.91 0.67 -1.134
H -1.784 -5.154 -1.236 0.25 0.47 -0.16 0.225
H -2.067 -3.634 -2.168 -0.03 -0.07 -0.04 0.387
H -0.440 -3.944 -1.521 -0.24 -0.23 0.04 0.110
H -3.818 -4.197 0.097 -0.24 -0.46 0.33 0.306
H -3.494 -2.666 1.061 -0.01 -0.56 -0.60 0.353
H -3.678 -2.642 -0.719 -0.23 -0.01 0.21 0.194
H -2.380 -4.995 1.992 -0.22 0.31 -0.01 0.350
H -0.987 -5.308 4.024 -0.02 0.31 -0.64 0.332
H 1.355 -4.417 4.020 -0.27 0.02 -0.12 0.390
H 2.157 -3.220 2.093 0.48 0.59 -0.02 0.469
H 2.075 -4.640 -0.015 0.16 -0.24 -0.05 0.492
H 4.525 -4.938 -0.540 -0.09 0.05 0.15 0.403
H 5.862 -2.994 -1.073 -0.37 0.22 -0.08 0.319
H 4.769 -0.859 -1.727 -0.30 -0.24 0.22 0.290
H 3.718 1.056 -1.799 -0.42 -0.34 0.14 0.351
H 2.119 1.672 -1.337 -0.26 0.50 -0.21 0.065
H 3.042 0.808 -0.136 0.07 0.02 -0.48 0.357
H 2.663 -0.433 -3.632 0.49 0.04 -0.02 0.324
H 1.133 -1.204 -3.279 -0.01 0.55 0.04 0.238
H 1.317 0.619 -3.212 -0.33 -0.06 -0.21 0.385
N 1.226 0.095 3.932 0.77 0.83 0.45 -0.409
C 0.431 0.354 2.873 -0.66 0.80 -2.48 0.390
S -1.090 -0.487 2.618 0.68 0.31 0.63 -0.513
N 0.889 1.303 2.031 -0.07 -0.38 1.42 -1.184
N 0.171 1.585 0.909 0.37 3.27 0.01 1.713
C 0.042 2.892 0.554 0.01 -3.77 1.90 0.349
C 0.293 3.979 1.509 0.19 0.31 0.25 -0.186
C 1.023 5.118 1.134 -0.66 -0.78 0.18 -0.353
C 1.444 6.005 2.092 -0.31 0.67 0.81 -0.861
C 0.999 5.867 3.414 0.88 -0.27 -0.19 -0.330
C 0.259 4.747 3.786 -0.18 0.79 0.57 -0.801
C -0.137 3.828 2.841 0.06 -0.64 -0.64 -0.134
C -0.493 3.088 -0.758 -1.90 0.85 -2.23 0.075
C -0.986 4.354 -1.176 0.34 0.07 -0.02 -0.683
C -1.493 4.507 -2.456 0.01 -0.90 -0.80 -0.787
C -1.536 3.397 -3.337 0.27 0.63 0.65 -0.935
C -1.051 2.185 -2.865 -0.27 0.04 0.92 -0.479
N -0.640 2.018 -1.594 1.04 0.62 0.21 0.736
H 0.862 -0.474 4.670 -0.16 -0.15 0.04 0.258
H 1.901 0.832 4.191 -0.63 -0.79 -0.36 0.256
H 1.144 5.350 0.092 0.65 -0.27 -0.29 0.509
H 2.102 6.820 1.810 -0.24 0.14 0.06 0.375
H 1.303 6.597 4.165 -0.06 -0.22 -0.18 0.371
H -0.001 4.633 4.842 -0.16 -0.03 -0.42 0.364
H -0.787 2.980 3.096 0.48 0.35 -0.05 0.488
H -0.981 5.265 -0.558 0.15 -0.87 -0.02 0.523
H -1.809 5.500 -2.780 -0.13 -0.41 0.06 0.400
H -1.939 3.454 -4.341 0.11 0.13 0.09 0.450
H -1.010 1.270 -3.456 -0.38 0.30 -0.04 0.456
S -3.779 0.595 0.176 1.05 -0.03 0.66 -0.329
C -4.315 0.961 -1.402 -0.93 0.22 -0.68 0.599
C -5.383 1.958 -1.534 -0.54 0.81 0.41 -0.176
N -6.209 2.780 -1.554 1.13 -1.16 -0.07 -0.587
C -3.935 0.346 -2.557 0.00 0.41 0.40 0.391
S -2.738 -0.872 -2.770 1.20 -0.54 0.54 -0.390
C -4.535 0.751 -3.771 0.02 0.11 -0.56 -0.077
N -4.907 1.032 -4.823 -0.31 0.20 -0.35 -0.641
```
Positions in Å, forces in eV/Å.

=====

No. 3
Density functional theory data (ωB97M-V/def2-TZVPD) for a structure of composition C33H31N13O5Pd.

Its spin multiplicity is 1. The frontier orbital gap is 3.9 eV. As for the HOMO energy: -0.411 eV. For the relative energy (zero: lowest compared OMol25 entry of this formula, charge and spin), the calculation gives 0.0 kcal per mole. The charge is -2.

```
83
Properties=species:S:1:pos:R:3:forces:R:3:mulliken_charge:R:1
Pd 1.579 0.252 -0.821 0.24 -0.16 0.09 -0.014
C -1.446 2.759 3.015 -0.02 0.02 0.00 -1.258
N -0.548 1.632 2.932 0.00 -0.01 0.11 1.608
C -0.203 0.935 1.843 0.13 0.07 -0.08 -0.424
N 0.522 -0.107 2.197 0.14 -0.57 0.14 -0.282
C 0.584 -0.004 3.542 -0.21 0.38 -0.02 -0.557
N -0.059 1.034 4.044 -0.01 0.03 -0.02 -1.054
C -2.879 2.321 3.210 0.04 0.06 0.04 0.766
C -3.843 3.242 3.612 0.02 -0.04 -0.01 -0.675
C -5.164 2.849 3.781 -0.02 -0.03 0.00 -0.562
C -5.548 1.536 3.550 -0.04 0.02 0.00 -0.975
C -4.589 0.616 3.140 0.07 0.04 0.00 -0.194
C -3.266 1.012 2.977 -0.02 -0.08 0.00 -0.352
C -4.952 -0.771 2.868 0.00 0.01 -0.01 0.619
N -6.068 -1.389 3.060 -0.03 -0.01 0.02 -0.603
N -5.880 -2.694 2.622 0.16 -0.02 -0.07 -0.522
C -4.662 -2.763 2.198 -0.23 0.12 0.11 0.541
O -4.011 -1.586 2.325 -0.02 -0.02 -0.02 -0.222
C -3.959 -3.903 1.619 0.15 -0.10 -0.08 0.072
C -4.603 -5.138 1.550 0.05 0.09 0.01 -0.986
C -3.946 -6.213 0.983 0.03 -0.01 -0.01 -0.630
C -2.658 -6.061 0.484 0.00 0.02 0.00 -0.831
C -2.006 -4.836 0.556 -0.06 -0.08 0.02 1.021
C -0.592 -4.710 0.032 0.04 -0.02 -0.05 -1.308
N -0.301 -3.434 -0.563 -0.05 -0.05 0.01 1.003
C 0.254 -2.342 0.003 0.04 0.06 0.02 -0.564
N 0.189 -1.328 -0.836 0.02 -0.02 0.01 0.027
C -0.446 -1.858 -1.918 -0.04 0.03 0.04 -0.667
N -0.766 -3.128 -1.796 -0.08 -0.02 -0.01 -1.072
C -2.663 -3.754 1.127 -0.13 0.00 0.02 -0.344
H -1.335 3.355 2.109 0.00 -0.01 -0.02 0.145
H -1.112 3.415 3.815 0.01 0.00 0.00 0.470
H -0.449 1.217 0.824 0.02 0.03 0.00 0.751
H 1.138 -0.685 4.169 -0.04 -0.03 0.02 0.464
H -3.548 4.269 3.788 0.01 0.00 0.00 0.571
H -5.904 3.575 4.094 0.00 0.00 0.00 0.371
H -6.575 1.217 3.676 0.00 0.01 0.00 0.485
H -2.532 0.281 2.666 0.02 0.01 0.00 0.852
H -5.610 -5.228 1.934 -0.01 0.00 0.00 0.499
H -4.442 -7.173 0.915 0.00 0.00 0.00 0.375
H -2.156 -6.904 0.020 0.00 0.00 0.01 0.385
H -0.422 -5.481 -0.721 0.04 0.01 0.01 0.428
H 0.127 -4.866 0.840 -0.02 0.01 0.01 0.268
H 0.659 -2.295 1.000 0.01 0.02 0.00 0.536
H -0.681 -1.272 -2.792 0.03 0.00 -0.02 0.669
H -2.177 -2.787 1.170 0.00 0.01 0.00 0.956
O 1.168 6.898 1.871 -0.03 -0.03 0.06 -0.757
C 0.591 5.816 2.085 0.10 0.15 -0.09 -0.147
O -0.385 5.570 2.834 -0.04 -0.04 0.03 -0.635
C 1.154 4.612 1.328 -0.07 -0.11 -0.01 0.727
C 2.089 3.758 1.923 0.00 0.05 0.03 -0.297
C 2.542 2.650 1.237 0.05 -0.02 -0.04 -0.883
N 2.147 2.328 -0.003 -0.07 0.08 0.03 -0.235
C 1.268 3.157 -0.579 -0.50 -0.07 -0.42 0.889
C 0.736 4.282 0.045 0.30 -0.03 0.33 -0.311
C 0.711 2.730 -1.941 0.05 -0.16 0.05 0.108
O 1.406 2.990 -2.953 0.04 0.05 -0.03 -0.774
O -0.397 2.156 -1.873 -0.12 0.19 -0.13 -0.677
H 2.443 3.952 2.929 0.00 0.00 0.01 0.368
H 3.242 1.961 1.699 -0.01 -0.01 0.00 0.365
H -0.012 4.867 -0.474 0.03 0.04 0.00 0.478
C 4.078 1.123 -2.725 -0.04 -0.01 0.04 -0.666
N 3.191 -0.045 -2.732 0.09 0.15 -0.09 0.974
C 3.991 -1.253 -2.811 0.00 0.03 0.02 -0.881
N 4.835 -1.285 -4.022 0.02 -0.03 -0.02 -0.026
C 5.686 -0.088 -3.994 -0.02 0.00 0.00 -0.674
N 4.926 1.155 -3.933 0.04 0.01 -0.02 0.051
C 4.032 1.206 -5.094 -0.01 0.01 -0.01 -0.690
N 3.132 0.049 -5.158 0.02 -0.02 -0.03 0.006
C 2.333 0.044 -3.917 -0.06 0.00 0.03 -0.627
C 3.944 -1.163 -5.184 0.00 0.02 0.01 -0.754
H 4.714 1.075 -1.838 0.00 0.00 0.00 0.147
H 3.460 2.021 -2.683 0.01 -0.01 0.00 0.176
H 3.325 -2.121 -2.819 0.00 0.00 0.00 0.214
H 4.635 -1.312 -1.930 -0.01 -0.01 0.00 0.307
H 6.309 -0.084 -4.896 0.00 0.00 0.00 0.344
H 6.338 -0.147 -3.118 0.00 0.00 0.00 0.358
H 4.638 1.232 -6.007 0.00 0.00 0.00 0.327
H 3.428 2.112 -5.030 0.00 0.00 0.01 0.407
H 1.667 -0.824 -3.931 0.00 0.01 0.00 0.192
H 1.745 0.961 -3.848 0.00 -0.02 -0.01 0.097
H 4.557 -1.164 -6.092 0.00 0.00 0.00 0.354
H 3.280 -2.031 -5.206 0.00 0.00 0.00 0.365
```
Positions in Å, forces in eV/Å.

=====

The lowest charge belongs to which entry? C33H31N13O5Pd